(1)
C17H24N5O8SeZr | ωB97M-V/def2-TZVPD

Properties
Orbital gap, eV: 6.95
HOMO level, eV: -5.1
LUMO level, eV: 1.867
Net charge: -1
E_tot, Eh: -3986.6487

Last column: Mulliken charge in e.
Element x y z (Å)
Zr: -0.179 0.011 -0.837  0.82
O: 0.170 4.019 0.574  -0.70
C: -0.168 2.860 0.572  0.35
O: 0.182 1.991 -0.352  -0.59
C: -1.036 2.268 1.677  -0.24
N: -0.704 0.844 1.828  1.36
C: -1.778 0.078 2.469  -0.28
C: -1.540 -1.410 2.308  -1.66
N: -1.283 -1.751 0.890  1.26
C: -0.483 -2.978 0.798  -1.22
C: 0.076 -3.295 -0.587  -1.34
N: 0.785 -2.178 -1.276  1.02
C: 2.224 -2.193 -0.923  -1.62
C: 2.466 -1.689 0.488  -1.43
N: 1.770 -0.413 0.794  0.95
C: 1.477 -0.363 2.236  -1.38
C: 0.550 0.776 2.599  -1.56
C: 2.692 0.700 0.465  -0.75
C: 2.851 0.783 -1.040  0.25
O: 3.900 1.145 -1.533  -0.75
O: 1.797 0.393 -1.676  -0.34
C: 0.668 -2.313 -2.762  -0.66
C: 0.391 -1.010 -3.539  0.61
O: 0.691 -0.968 -4.706  -0.71
O: -0.258 -0.088 -2.879  -0.72
C: -2.601 -1.941 0.230  -1.27
C: -3.341 1.129 -0.396  -0.08
O: -4.376 3.092 1.140  -0.70
O: -2.372 1.467 -0.885  -0.23
H: -2.083 2.406 1.406  -0.14
H: -0.882 2.830 2.602  0.53
H: -2.739 0.381 2.054  -0.38
H: -1.868 0.322 3.535  0.35
H: -2.417 -1.959 2.667  0.53
H: -0.703 -1.738 2.921  0.51
H: -1.086 -3.848 1.098  0.54
H: 0.320 -2.901 1.525  0.45
H: -0.747 -3.600 -1.224  0.62
H: 0.760 -4.146 -0.480  0.33
H: 2.752 -1.589 -1.652  0.84
H: 2.607 -3.218 -0.998  0.61
H: 3.544 -1.570 0.641  0.46
H: 2.138 -2.440 1.202  0.69
H: 2.413 -0.245 2.800  0.49
H: 1.059 -1.318 2.530  0.52
H: 1.084 1.716 2.460  0.66
H: 0.326 0.711 3.672  0.31
H: 3.663 0.544 0.943  0.56
H: 2.278 1.648 0.798  0.44
H: -0.188 -2.947 -2.985  0.50
H: 1.560 -2.782 -3.180  0.36
H: -3.306 -1.236 0.670  0.61
H: -2.975 -2.950 0.442  0.41
Se: -2.379 -1.565 -1.651  -0.14
C: -4.560 2.218 1.976  0.73
N: -4.731 1.348 2.760  -0.76

(2)
C45H44Br2ClFO8 | ωB97M-V/def2-TZVPD

Properties
Orbital gap, eV: 8.59
HOMO level, eV: -9.5
SMILES: CC(=O)OCCCCO[C@](CCCCl)(COC/C(Br)=C(/C)Br)[C@@H](C)F.O=C1c2ccccc2C(=O)c2ccccc21.O=C1c2ccccc2C(=O)c2ccccc21
LUMO level, eV: -0.964
E_tot, Eh: -8051.1690

Last column: Mulliken charge in e.
Element x y z (Å)
C: -0.660 -3.724 -4.521  -0.66
C: -2.087 -3.254 -4.228  0.80
O: -2.742 -2.886 -5.133  -0.50
O: -2.560 -3.262 -2.951  -0.38
C: -2.964 -1.954 -2.492  -0.30
C: -2.131 -1.467 -1.273  -0.97
C: -0.679 -1.975 -1.298  0.96
C: 0.132 -1.513 -0.079  -0.87
O: 1.422 -2.118 -0.140  -0.50
C: 2.510 -1.222 0.050  1.59
C: 2.518 -0.517 1.449  -1.86
C: 1.956 -1.387 2.590  -0.37
C: 2.372 -0.958 4.033  -0.79
Cl: 3.174 0.640 4.148  -0.11
C: 2.645 -0.105 -1.030  -1.23
O: 3.343 -0.523 -2.200  -0.30
C: 2.599 -0.384 -3.395  0.70
C: 2.339 1.064 -3.794  -0.32
Br: 3.841 2.282 -3.735  -0.14
C: 1.187 1.559 -4.180  0.73
C: 0.943 3.013 -4.565  -1.49
Br: -0.385 0.428 -4.347  -0.12
C: 3.788 -2.125 0.021  0.16
C: 3.721 -3.279 -0.993  -1.28
F: 4.946 -1.366 -0.075  -0.39
H: -0.475 -4.758 -4.196  0.36
H: 0.076 -3.081 -4.007  -0.11
H: -0.472 -3.627 -5.596  0.33
H: -4.027 -2.007 -2.203  0.21
H: -2.920 -1.217 -3.309  0.34
H: -2.203 -0.369 -1.257  0.35
H: -2.616 -1.889 -0.376  0.37
H: -0.678 -3.072 -1.394  0.39
H: -0.130 -1.614 -2.186  -0.93
H: 0.138 -0.422 0.061  0.37
H: -0.384 -1.938 0.808  0.33
H: 3.570 -0.233 1.623  0.78
H: 1.985 0.444 1.324  0.58
H: 2.152 -2.452 2.388  0.47
H: 0.857 -1.292 2.540  0.14
H: 1.458 -0.909 4.640  0.36
H: 2.965 -1.773 4.470  0.33
H: 3.274 0.676 -0.559  0.45
H: 1.688 0.399 -1.258  0.48
H: 1.690 -1.003 -3.346  -0.72
H: 3.227 -0.822 -4.194  0.34
H: 1.566 3.711 -4.000  0.50
H: 1.041 3.104 -5.656  0.29
H: -0.103 3.256 -4.312  0.36
H: 3.824 -2.597 1.021  0.45
H: 4.749 -3.612 -1.212  0.42
H: 3.189 -4.136 -0.555  0.31
H: 3.205 -2.987 -1.914  0.12
O: 9.066 5.944 4.738  -0.66
C: 8.057 5.516 5.263  0.62
C: 7.038 4.784 4.466  0.13
C: 7.255 4.571 3.109  -0.55
C: 6.331 3.856 2.364  -0.64
C: 5.185 3.350 2.971  -0.18
C: 4.956 3.575 4.319  -0.67
C: 5.877 4.296 5.070  0.08
C: 5.610 4.545 6.511  0.58
O: 4.576 4.168 7.024  -0.67
C: 6.639 5.260 7.313  0.19
C: 6.423 5.470 8.670  -0.54
C: 7.387 6.105 9.434  -0.47
C: 8.574 6.533 8.846  -0.46
C: 8.788 6.339 7.492  -0.55
C: 7.821 5.706 6.719  0.18
H: 8.148 4.959 2.636  0.47
H: 6.504 3.687 1.309  0.41
H: 4.470 2.781 2.390  0.47
H: 4.062 3.184 4.787  0.56
H: 5.502 5.133 9.130  0.47
H: 7.218 6.264 10.492  0.40
H: 9.331 7.022 9.448  0.40
H: 9.710 6.675 7.036  0.46
O: -7.020 -1.359 -1.891  -0.68
C: -8.003 -1.893 -2.368  0.54
C: -9.347 -1.682 -1.766  0.09
C: -9.479 -0.849 -0.661  -0.50
C: -10.730 -0.615 -0.116  -0.48
C: -11.858 -1.212 -0.673  -0.46
C: -11.730 -2.056 -1.764  -0.55
C: -10.475 -2.300 -2.310  0.15
C: -10.350 -3.223 -3.471  0.57
O: -11.323 -3.801 -3.909  -0.67
C: -9.010 -3.417 -4.084  0.49
C: -8.877 -4.248 -5.190  -0.64
C: -7.638 -4.411 -5.790  -0.47
C: -6.525 -3.743 -5.287  -0.57
C: -6.652 -2.925 -4.176  -0.72
C: -7.889 -2.762 -3.567  0.23
H: -8.604 -0.380 -0.230  0.47
H: -10.831 0.038 0.742  0.40
H: -12.837 -1.018 -0.253  0.40
H: -12.607 -2.523 -2.193  0.46
H: -9.742 -4.764 -5.586  0.48
H: -7.537 -5.056 -6.654  0.40
H: -5.558 -3.862 -5.760  0.51
H: -5.784 -2.410 -3.786  0.52

(3)
C42H32AsF5NO3OsPS | ωB97M-V/def2-TZVPD

Properties
Orbital gap (spin up / spin down), eV: 6.12 / 6.37
HOMO level (spin up / spin down), eV: -13.5 / -13.8
LUMO level (spin up / spin down), eV: -7.428 / -7.428
Net charge: +2
E_tot, Eh: -5464.9147

Last column: Mulliken charge in e.
Element x y z (Å)
Os: 0.104 0.066 -0.248  3.05
O: -1.698 0.239 -0.961  -0.60
N: -2.430 1.348 -0.686  0.69
C: -3.753 1.302 -0.972  -0.42
C: -4.527 2.399 -0.741  -0.89
C: -3.925 3.558 -0.222  -0.38
C: -2.578 3.567 0.045  -0.89
C: -1.816 2.417 -0.190  0.91
S: -0.123 2.318 0.109  -0.57
H: -4.109 0.368 -1.381  0.55
H: -5.583 2.360 -0.964  0.50
H: -4.520 4.440 -0.030  0.49
H: -2.079 4.443 0.436  0.50
F: 4.903 -4.679 0.873  -0.33
C: 4.173 -3.583 0.749  0.43
C: 2.809 -3.686 0.514  -0.32
F: 2.229 -4.878 0.407  -0.43
C: 2.070 -2.535 0.381  0.67
F: 0.741 -2.598 0.122  0.08
C: 2.640 -1.272 0.458  0.12
O: 1.909 -0.167 0.299  -1.23
C: 4.017 -1.191 0.659  0.43
F: 4.600 0.002 0.657  -0.36
C: 4.774 -2.333 0.827  0.47
F: 6.078 -2.245 1.033  -0.30
O: -0.676 -0.497 1.532  -0.77
As: -1.232 -1.850 2.413  1.14
C: -2.624 -1.158 3.502  0.29
C: -3.343 -2.017 4.327  -0.48
C: -4.381 -1.510 5.090  -0.74
C: -4.693 -0.157 5.028  -0.53
C: -3.966 0.696 4.208  -0.80
C: -2.925 0.198 3.437  -0.07
C: 0.186 -2.495 3.491  0.58
C: 0.771 -3.741 3.289  -0.20
C: 1.803 -4.145 4.124  -0.72
C: 2.246 -3.306 5.138  -0.68
C: 1.664 -2.058 5.327  -0.81
C: 0.625 -1.648 4.508  -0.61
C: -1.940 -3.211 1.285  0.87
C: -2.101 -4.507 1.771  -0.72
C: -2.620 -5.487 0.937  -0.85
C: -2.983 -5.172 -0.365  -0.68
C: -2.832 -3.877 -0.841  -0.85
C: -2.309 -2.890 -0.017  -0.35
H: -3.098 -3.072 4.380  0.36
H: -4.947 -2.168 5.736  0.43
H: -5.506 0.234 5.625  0.41
H: -4.205 1.751 4.176  0.45
H: -2.339 0.852 2.803  0.37
H: 0.434 -4.393 2.493  0.41
H: 2.256 -5.118 3.984  0.50
H: 3.048 -3.629 5.789  0.44
H: 2.015 -1.409 6.118  0.46
H: 0.156 -0.683 4.662  0.44
H: -1.831 -4.758 2.790  0.43
H: -2.742 -6.497 1.305  0.46
H: -3.390 -5.941 -1.009  0.43
H: -3.131 -3.632 -1.853  0.49
H: -2.203 -1.879 -0.382  0.47
C: 2.346 1.775 -2.330  -1.55
P: 1.120 0.451 -2.356  1.22
C: 1.982 -1.094 -2.683  0.20
C: 1.217 -2.265 -2.672  -0.55
C: 1.819 -3.493 -2.898  -0.87
C: 3.187 -3.556 -3.133  -0.65
C: 3.953 -2.397 -3.129  -0.75
C: 3.356 -1.165 -2.900  -0.84
C: 0.089 0.813 -3.787  0.96
C: -0.615 2.020 -3.786  -0.42
C: -1.292 2.428 -4.921  -0.89
C: -1.280 1.629 -6.059  -0.58
C: -0.597 0.423 -6.056  -0.76
C: 0.089 0.008 -4.921  -0.31
H: 2.848 1.816 -3.297  0.56
H: 3.068 1.617 -1.529  0.42
H: 1.831 2.720 -2.165  0.45
H: 0.146 -2.211 -2.497  0.66
H: 1.223 -4.397 -2.897  0.48
H: 3.658 -4.512 -3.319  0.46
H: 5.018 -2.451 -3.313  0.46
H: 3.964 -0.270 -2.884  0.47
H: -0.624 2.645 -2.897  0.38
H: -1.820 3.373 -4.928  0.45
H: -1.804 1.950 -6.949  0.42
H: -0.584 -0.195 -6.944  0.45
H: 0.629 -0.929 -4.936  0.38

(4)
Cl2H2NP | ωB97M-V/def2-TZVPD

Properties
Orbital gap (spin up / spin down), eV: 8.59 / 7.24
HOMO level (spin up / spin down), eV: -10.2 / -8.5
LUMO level (spin up / spin down), eV: -1.560 / -1.277
E_tot, Eh: -1317.4587

Last column: Mulliken charge in e.
Element x y z (Å)
N: 0.838 0.067 -0.324  -0.09
P: -0.764 0.420 -0.728  0.08
Cl: 1.886 1.365 0.105  -0.01
Cl: 1.167 -1.479 0.695  -0.04
H: -0.870 -1.067 -1.217  0.09
H: -2.257 0.694 1.469  -0.03